Molecular formula: C18H38BNO11P
Method: DFT, ωB97M-V/def2-TZVPD

CARTESIAN COORDINATES (ANGSTROEM)
H  5.73  0.06  1.56
H  -5.73  3.85  -1.91
C  1.65  1.25  -1.60
O  -4.21  -0.72  0.90
H  1.51  2.50  1.50
H  5.04  -1.57  1.58
H  -3.06  -6.67  -3.88
O  -2.46  -4.08  -3.64
H  -3.96  3.76  -2.04
H  -3.34  -1.22  -1.69
H  -2.47  -1.08  2.02
C  4.58  -1.44  4.17
O  5.04  -1.44  5.42
C  -3.48  -1.50  1.90
H  0.61  3.03  -0.84
H  0.03  2.49  -2.47
C  -2.17  -6.57  -4.51
O  -0.37  -4.14  -2.79
H  3.25  -1.84  6.41
H  -2.16  2.82  -1.17
B  -3.38  -0.22  -0.07
H  4.03  0.31  -1.09
H  2.61  1.92  2.95
C  -2.16  1.72  -1.17
H  4.75  -2.14  7.31
C  -1.42  -4.65  -3.44
C  4.17  1.40  -0.96
C  -5.81  2.47  0.91
C  4.43  2.96  0.77
H  -2.47  1.39  -2.18
H  -5.18  2.69  1.79
H  -1.80  -7.57  -4.75
H  -6.48  3.31  0.68
C  -0.73  1.28  -0.79
O  -2.75  -1.11  -0.92
O  -1.12  -5.90  -3.80
H  3.23  2.23  -2.69
H  -0.59  0.26  -1.19
H  0.34  -2.49  -1.84
H  -0.53  1.28  0.29
H  3.52  4.50  2.14
O  4.27  1.62  0.46
H  -1.39  -2.76  -1.64
C  2.96  2.09  -1.63
O  3.60  -2.02  3.78
H  1.67  0.50  -0.79
H  2.74  3.10  -1.24
N  -3.22  1.30  -0.18
H  4.27  -3.27  6.03
P  -4.89  1.90  -0.59
H  1.57  0.75  -2.59
H  -3.40  -2.53  1.53
O  5.25  3.68  0.29
C  2.45  2.60  2.08
O  -2.82  1.89  1.05
H  -2.41  -6.05  -5.43
C  -4.88  3.14  -1.96
H  -0.74  -2.14  -3.19
H  4.02  -0.14  1.95
H  -4.04  -1.44  2.84
H  -3.28  1.44  1.79
C  0.37  2.15  -1.47
C  -0.57  -2.81  -2.35
C  3.47  3.49  1.73
O  5.38  -0.67  3.43
H  5.12  1.63  -1.46
C  5.01  -0.58  2.05
C  4.27  -2.22  6.33
H  -6.46  1.62  1.21
H  -4.99  2.59  -2.90

M = 486.3 g/mol
Gap between HOMO and LUMO = 4.86 eV
Net charge = +1

Mulliken atomic charge list, values in e, 4 entries:
1. H 0.271
2. H 0.391
3. C -0.721
4. O -0.481